# 1
# C13H48N6O16

11 unconnected molecules or ions with the total composition C13H48N6O16 (ωB97M-V with the def2-TZVPD basis set, OMol25).

Output
**Kohn-Sham gap**: 8.565 eV
**HOMO energy**: -8.69 eV
**Max |F|**: 0.048 Eh/bohr
**SMILES**: NC(N)=O.NC(N)=O.NC(N)=O.OCCO.OCCO.OCCO.OCCO.OCCO.O.O.O
**Calculated total energy**: -55960.4336 eV
**Energy relative to the best compared isomer or geometry (same formula, charge and spin)**: 142.6 kJ/mol

Each line ends with the Mulliken charge.
CARTESIAN COORDINATES (ANGSTROEM)
N 0.28 -0.71 1.48  0.056
C -0.85 -0.28 0.86  0.509
N -1.24 -1.00 -0.20  0.163
O -1.52 0.69 1.25  -0.763
H 0.89 -1.23 0.86  0.078
H 0.58 -0.19 2.29  0.153
H -2.08 -0.65 -0.62  -0.006
H -0.66 -1.73 -0.57  -0.126
N -2.47 0.09 3.92  -0.136
C -3.77 -0.21 3.77  0.518
N -4.37 0.44 2.73  -0.311
O -4.32 -1.06 4.47  -0.732
H -2.02 0.58 3.16  -0.045
H -2.01 -0.38 4.69  0.178
H -3.88 0.93 2.00  0.282
H -5.26 -0.02 2.66  0.236
N 2.91 1.49 3.43  -0.307
C 2.75 0.27 4.00  0.682
N 3.60 0.04 5.04  -0.449
O 1.83 -0.51 3.74  -0.749
H 2.25 1.93 2.81  0.140
H 3.84 1.85 3.54  0.189
H 4.40 0.63 5.17  0.139
H 3.41 -0.76 5.62  0.252
O 0.08 -5.53 -4.28  -0.556
C 1.07 -5.32 -3.29  -0.615
C 0.47 -4.58 -2.06  0.667
O -0.05 -5.48 -1.11  -0.609
H 0.28 -5.05 -5.08  0.321
H 1.51 -6.27 -2.99  0.367
H 1.82 -4.63 -3.69  0.271
H -0.34 -3.95 -2.44  -0.073
H 1.25 -3.99 -1.59  -0.167
H -0.81 -5.97 -1.45  0.364
O 0.67 0.47 -4.83  -0.519
C 1.74 -0.44 -4.59  -0.574
C 1.46 -1.54 -3.57  -0.319
O 0.78 -1.01 -2.38  -0.600
H 0.04 0.51 -4.09  0.493
H 1.93 -0.87 -5.57  0.440
H 2.61 0.09 -4.17  0.174
H 2.30 -2.13 -3.22  0.450
H 0.69 -2.22 -3.95  0.141
H -0.01 -0.57 -2.74  0.338
O 1.80 2.73 0.56  -0.483
C 0.59 3.32 0.13  0.360
C 0.68 3.87 -1.34  -0.340
O 1.34 5.11 -1.32  -0.553
H 2.02 2.00 -0.05  0.482
H -0.18 2.54 0.24  -0.247
H 0.31 4.15 0.78  0.145
H -0.34 3.83 -1.75  0.330
H 1.26 3.14 -1.91  0.131
H 1.58 5.30 -2.24  0.330
O 2.41 0.59 -0.97  -0.417
C 3.50 -0.29 -0.72  -0.680
C 3.25 -1.12 0.54  0.321
O 2.31 -2.17 0.25  -0.609
H 1.67 0.09 -1.39  0.307
H 3.63 -0.98 -1.56  0.254
H 4.42 0.28 -0.58  0.483
H 2.89 -0.56 1.40  -0.507
H 4.15 -1.65 0.84  0.576
H 2.75 -3.02 0.23  0.273
O -2.46 3.58 4.26  -0.577
C -1.85 3.73 2.98  0.491
C -2.78 4.42 1.99  -0.609
O -4.06 3.81 1.95  -0.564
H -1.79 3.22 4.85  0.323
H -0.86 4.19 2.93  0.375
H -1.70 2.67 2.75  -0.231
H -2.34 4.60 1.01  0.250
H -3.09 5.44 2.27  0.375
H -4.47 3.86 2.82  0.323
O -3.36 0.62 -1.52  -0.620
H -4.04 -0.06 -1.55  0.272
H -3.76 1.36 -1.05  0.243
O -1.45 0.27 -3.20  -0.619
H -2.02 0.50 -2.41  0.254
H -2.06 0.20 -3.93  0.205
O -2.80 -3.51 -1.23  -0.603
H -2.28 -4.26 -0.90  0.304
H -2.66 -3.51 -2.18  0.307

=====

# 2
# C3HN2O3

A gas-phase ion, C3HN2O3 (charge -1) (ωB97M-V with the def2-TZVPD basis set, OMol25).

Output
**Kohn-Sham gap**: 7.752 eV
**HOMO energy**: -3.92 eV
**Max |F|**: 0.063 Eh/bohr
**Net charge**: -1
**Calculated total energy**: -12250.1055 eV
**Energy relative to the best compared isomer or geometry (same formula, charge and spin)**: 185.6 kJ/mol

Each line ends with the natural charge from an NBO analysis.
CARTESIAN COORDINATES (ANGSTROEM)
C 2.20 0.29 -0.18  0.839
C -1.71 -1.58 0.38  0.306
C -0.31 0.85 0.05  0.782
N 1.03 0.14 -0.07  -0.609
N -1.27 0.02 -0.14  -0.788
O 3.36 0.29 -0.12  -0.591
O -0.96 -2.38 -0.10  -0.634
O -0.13 2.02 0.34  -0.679
H -2.22 0.34 -0.16  0.374

=====

# 3
# C3H3Br

A molecular structure, C3H3Br (ωB97M-V with the def2-TZVPD basis set, OMol25).

Output
**Kohn-Sham gap**: 8.668 eV
**HOMO energy**: -8.54 eV
**Max |F|**: 0.045 Eh/bohr
**Calculated total energy**: -73197.2534 eV
**Energy relative to the best compared isomer or geometry (same formula, charge and spin)**: 262.9 kJ/mol

Each line ends with the natural charge from an NBO analysis.
CARTESIAN COORDINATES (ANGSTROEM)
C 0.50 -0.18 0.70  -0.323
C 1.01 0.81 -0.02  -0.120
C -0.46 -0.55 -0.24  -0.151
Br -2.46 -0.07 -0.03  -0.061
H 0.34 -0.35 1.82  0.222
H 1.30 1.11 -0.99  0.225
H -0.24 -0.78 -1.23  0.207

=====

# 4
# C13H30BN2O5S2

A gas-phase ion, C13H30BN2O5S2 (charge +1) (ωB97M-V with the def2-TZVPD basis set, OMol25).

Output
**Kohn-Sham gap**: 8.273 eV
**HOMO energy**: -11.50 eV
**Max |F|**: 0.156 Eh/bohr
**SMILES**: CCCO[C@@]1(C)[C@@H](N)O[C@@H](CCCS)[C@@H](B(C)O)[N@H+]1S(C)(=O)=O
**Net charge**: +1
**Calculated total energy**: -49523.4175 eV

Each line ends with the natural charge from an NBO analysis.
CARTESIAN COORDINATES (ANGSTROEM)
C -1.02 -4.55 1.69  -0.611
C -1.97 -3.34 2.00  -0.412
C -2.23 -2.45 0.73  -0.084
O -1.19 -1.47 0.74  -0.558
C -1.25 -0.48 -0.24  0.421
C -2.35 -0.71 -1.35  -0.692
C -1.72 0.89 0.49  0.241
N -2.69 0.65 1.53  -0.801
O -0.66 1.60 1.09  -0.521
C 0.28 1.92 0.07  0.121
C 1.21 3.11 0.39  -0.434
C 0.65 4.50 -0.08  -0.408
C 1.22 4.80 -1.52  -0.522
S 2.72 5.84 -1.33  -0.048
C 1.06 0.57 -0.23  -0.453
B 1.77 -0.08 1.05  1.106
C 2.05 -1.63 1.35  -1.068
O 2.20 0.81 2.09  -0.927
N 0.07 -0.27 -0.99  -0.617
S 0.67 -1.69 -1.85  2.149
C 2.48 -1.65 -2.16  -0.833
O 0.36 -2.98 -1.22  -0.849
O 0.03 -1.66 -3.20  -0.888
H -1.54 -5.21 0.98  0.210
H -0.75 -5.12 2.59  0.228
H -0.11 -4.12 1.22  0.206
H -2.93 -3.66 2.47  0.220
H -1.45 -2.71 2.75  0.207
H -3.24 -2.04 0.86  0.183
H -2.16 -3.15 -0.13  0.205
H -3.37 -0.60 -0.94  0.248
H -2.22 -1.68 -1.87  0.265
H -2.28 0.06 -2.15  0.230
H -2.27 1.47 -0.29  0.171
H -3.52 0.19 1.19  0.374
H -2.28 0.18 2.33  0.385
H -0.32 2.22 -0.83  0.169
H 2.23 2.96 -0.03  0.222
H 1.30 3.16 1.50  0.250
H -0.46 4.39 -0.14  0.212
H 0.92 5.29 0.64  0.243
H 0.41 5.28 -2.11  0.232
H 1.44 3.84 -2.03  0.185
H 2.80 6.47 -2.55  0.151
H 1.87 0.88 -0.94  0.262
H 1.17 -2.29 1.19  0.274
H 2.34 -1.76 2.41  0.269
H 2.95 -1.96 0.77  0.250
H 1.44 0.91 2.67  0.516
H -0.22 0.35 -1.77  0.476
H 2.92 -0.64 -2.19  0.255
H 3.02 -2.35 -1.49  0.284
H 2.60 -2.07 -3.18  0.304

=====

# 5
# C9H10Cl3IN2O3P

A molecular structure, C9H10Cl3IN2O3P (ωB97M-V with the def2-TZVPD basis set, OMol25).

Output
**Kohn-Sham gap**: 7.278 eV
**HOMO energy**: -5.06 eV
**Max |F|**: 0.126 Eh/bohr
**Net charge**: -1
**Calculated total energy**: -73573.7894 eV

Each line ends with the natural charge from an NBO analysis.
CARTESIAN COORDINATES (ANGSTROEM)
O 3.44 -0.19 -0.72  -0.709
C 2.31 0.40 -0.51  0.680
O 1.91 0.53 0.79  -0.787
C 1.54 0.98 -1.79  -0.349
I 2.85 2.65 -2.46  0.126
N 0.23 1.61 -1.52  -0.680
C -0.90 0.68 -1.47  0.126
C -2.09 0.88 -2.49  -0.243
C -3.24 -0.16 -2.25  -0.280
C -3.24 -1.26 -1.18  -0.029
N -2.13 -1.42 -0.31  -0.420
C -1.07 -0.49 -0.48  -0.007
P 1.51 -0.21 -3.30  1.124
O 0.70 -1.68 -2.90  -0.969
Cl 0.36 0.73 -4.86  -0.382
H 0.03 2.40 -2.17  0.387
H -2.12 1.69 -3.28  0.235
H -4.17 -0.07 -2.91  0.209
H -4.13 -1.96 -1.07  0.206
H -0.19 -0.63 0.25  0.264
H -0.27 -1.56 -3.09  0.495
Cl 0.76 -0.62 6.79  -0.090
C 1.46 -0.86 5.16  -0.377
C 0.93 0.13 4.15  -0.403
Cl -0.79 -0.14 3.78  -0.068
H 1.25 -1.89 4.86  0.222
H 2.54 -0.75 5.26  0.220
H 1.48 0.04 3.21  0.280
H 1.04 1.16 4.51  0.215